No. 1
This record from the OMol25 dataset describes a 15-piece molecular cluster, C36H102O20 overall in a non-equilibrium geometry. The level of theory is ωB97M-V with the def2-TZVPD basis set.

Results
Energy (eV): -79932.6714
Net charge: 0
Orbital gap (eV): 9.860
HOMO level (hartree): -0.34759

Cartesian coordinates (Å):
C -18.322 8.141 -0.039
C -18.486 6.661 0.204
O -19.440 6.155 -0.757
H -18.239 8.274 -1.126
H -17.414 8.491 0.498
H -19.269 8.561 0.403
H -18.885 6.483 1.178
H -17.533 6.172 0.112
H -19.849 5.375 -0.408
C -17.612 12.445 -1.979
C -18.256 11.953 -0.669
O -19.468 11.295 -0.951
H -18.312 13.052 -2.568
H -17.438 11.589 -2.589
H -16.674 13.001 -2.068
H -18.441 12.718 0.106
H -17.590 11.194 -0.344
H -19.527 11.174 -1.936
C -25.644 7.370 5.456
C -25.906 8.638 4.662
O -24.639 9.064 4.045
H -25.624 6.574 4.763
H -26.440 7.125 6.184
H -24.778 7.455 6.067
H -26.224 9.505 5.219
H -26.548 8.462 3.813
H -24.680 10.038 3.942
C -28.157 11.908 -0.330
C -26.994 11.295 0.418
O -26.661 12.330 1.445
H -28.983 11.992 0.302
H -28.439 11.281 -1.191
H -27.838 12.874 -0.728
H -26.090 11.153 -0.190
H -27.294 10.313 0.942
H -26.061 11.918 2.066
C -20.081 10.296 -4.856
C -21.389 9.526 -4.776
O -22.066 9.917 -5.979
O -19.435 10.328 -3.563
H -20.339 11.315 -5.140
H -19.351 9.844 -5.517
H -21.788 9.903 -3.791
H -21.181 8.467 -4.694
H -22.672 9.172 -6.217
H -19.225 9.370 -3.393
C -20.366 8.952 3.591
C -21.421 9.679 4.392
O -22.102 8.737 5.084
O -20.884 8.286 2.449
H -19.817 8.210 4.140
H -19.673 9.733 3.304
H -22.071 10.332 3.761
H -20.919 10.366 5.062
H -23.099 8.681 4.883
H -21.160 8.941 1.781
C -23.321 14.046 -0.249
C -22.132 13.289 0.324
O -22.429 12.554 1.546
O -24.390 13.151 -0.455
H -23.136 14.413 -1.241
H -23.693 14.790 0.452
H -21.429 14.072 0.586
H -21.590 12.725 -0.417
H -22.195 11.605 1.301
H -24.942 13.215 0.288
C -22.455 4.855 4.337
C -23.111 5.797 3.356
O -22.230 5.959 2.227
O -21.316 5.325 5.014
H -22.200 3.914 3.745
H -23.111 4.493 5.121
H -23.238 6.735 3.850
H -24.024 5.355 2.890
H -21.680 6.736 2.263
H -20.924 5.996 4.437
C -24.337 12.856 4.003
C -25.648 13.617 4.257
O -25.927 14.470 3.203
O -24.458 11.763 3.121
H -24.066 12.460 4.972
H -23.557 13.507 3.586
H -25.508 14.234 5.165
H -26.554 13.047 4.540
H -26.170 13.960 2.409
H -23.828 11.898 2.404
C -23.674 4.501 -7.241
C -22.297 4.623 -6.602
C -21.791 6.045 -6.628
O -22.267 4.119 -5.261
H -24.482 4.888 -6.665
H -24.089 3.469 -7.324
H -23.720 4.949 -8.238
H -21.567 3.965 -7.151
H -22.479 6.675 -6.138
H -21.607 6.476 -7.608
H -20.838 6.114 -6.111
H -22.977 4.554 -4.809
C -24.206 13.871 -4.461
C -23.640 12.590 -3.842
C -24.788 11.538 -3.819
O -22.463 12.179 -4.624
H -24.413 13.607 -5.522
H -23.341 14.630 -4.398
H -25.068 14.360 -3.958
H -23.294 12.752 -2.832
H -24.943 11.147 -4.780
H -25.719 11.988 -3.437
H -24.517 10.629 -3.233
H -22.700 11.463 -5.203
C -22.680 3.073 -0.547
C -21.339 2.874 0.186
C -20.260 2.162 -0.649
O -20.740 4.081 0.683
H -23.093 2.108 -0.826
H -22.664 3.630 -1.478
H -23.434 3.668 0.138
H -21.610 2.230 1.035
H -19.941 2.780 -1.550
H -20.718 1.164 -0.921
H -19.420 1.982 0.019
H -21.329 4.471 1.374
C -18.433 7.171 -5.591
C -18.407 6.433 -4.195
C -16.974 6.284 -3.700
O -19.182 7.251 -3.255
H -18.195 6.480 -6.379
H -17.682 7.985 -5.459
H -19.395 7.673 -5.735
H -18.973 5.462 -4.234
H -16.981 5.793 -2.711
H -16.498 7.245 -3.568
H -16.399 5.620 -4.412
H -19.395 6.796 -2.436
C -21.955 8.316 -1.309
C -22.606 9.469 -0.561
C -23.789 9.010 0.215
O -21.735 10.070 0.401
H -21.650 7.501 -0.607
H -21.138 8.721 -1.890
H -22.652 7.884 -2.037
H -22.848 10.241 -1.302
H -23.547 8.252 0.938
H -24.428 8.415 -0.465
H -24.369 9.769 0.706
H -21.028 10.459 -0.086
C -25.534 6.030 -1.508
C -25.116 4.960 -2.556
C -26.210 4.466 -3.526
O -24.027 5.436 -3.344
H -26.305 5.524 -0.913
H -25.941 7.003 -1.759
H -24.604 6.208 -0.902
H -24.859 4.191 -1.912
H -25.963 3.391 -3.741
H -26.284 5.133 -4.424
H -27.213 4.440 -3.014
H -23.288 5.567 -2.769

Atom charges from the Mulliken analysis, given in e for atoms 1 to 4: C -0.10; C -0.75; O -0.10; H -0.11

No. 2
This record from the OMol25 dataset describes a 13-piece molecular cluster, C36H103N5O21 overall in a non-equilibrium geometry. The level of theory is ωB97M-V with the def2-TZVPD basis set.

Results
Energy (eV): -89443.0204
ΔE to the lowest compared entry with this formula, charge and spin (kJ/mol): 158.9
Net charge: 0
Orbital gap (eV): 8.712
HOMO level (hartree): -0.31670

Cartesian coordinates (Å):
C 1.597 2.386 -6.027
C 2.697 1.429 -5.553
O 2.201 0.360 -4.755
O 2.190 3.655 -6.355
H 0.957 2.599 -5.172
H 1.118 1.892 -6.872
H 3.423 1.946 -4.912
H 3.374 1.072 -6.333
H 1.334 0.613 -4.405
H 1.632 4.319 -5.946
C -1.485 -5.768 1.335
C -1.480 -4.503 0.531
O -0.467 -3.625 0.985
O -2.473 -6.715 0.998
H -1.502 -5.560 2.411
H -0.495 -6.222 1.223
H -2.431 -3.963 0.680
H -1.589 -4.651 -0.551
H -0.493 -2.837 0.399
H -3.348 -6.362 1.183
C 0.037 -1.084 3.893
C -0.818 0.040 4.514
O -2.020 -0.502 5.041
O -0.670 -1.463 2.729
H 0.238 -1.937 4.560
H 1.089 -0.812 3.705
H -0.908 0.856 3.795
H -0.356 0.425 5.427
H -2.566 -0.737 4.273
H -0.367 -2.348 2.466
C 3.434 2.842 -0.798
C 2.881 2.505 -2.167
O 2.493 3.725 -2.825
O 2.384 3.311 0.119
H 4.231 3.580 -0.867
H 3.705 1.924 -0.279
H 2.012 1.852 -2.091
H 3.696 2.025 -2.705
H 1.722 4.016 -2.326
H 2.048 4.153 -0.205
C 5.570 -0.720 -2.755
C 5.166 -1.263 -4.111
O 6.339 -1.662 -4.845
O 4.367 -0.417 -2.048
H 6.209 0.146 -2.930
H 5.993 -1.556 -2.195
H 4.744 -0.492 -4.759
H 4.492 -2.105 -3.953
H 6.517 -1.042 -5.550
H 4.306 -0.911 -1.206
C -1.922 2.167 -3.687
C -1.842 1.015 -4.712
O -0.713 0.196 -4.511
O -3.162 2.802 -3.890
H -1.047 2.810 -3.822
H -1.910 1.652 -2.717
H -1.772 1.521 -5.682
H -2.730 0.400 -4.548
H -0.918 -0.735 -4.677
H -3.129 3.616 -3.378
C 2.638 1.675 3.766
C 3.314 0.763 2.736
O 2.605 0.830 1.513
O 2.880 3.020 3.471
H 3.007 1.358 4.761
H 1.554 1.573 3.917
H 3.312 -0.258 3.117
H 4.336 1.106 2.545
H 2.530 1.725 1.148
H 2.066 3.539 3.677
C -0.187 0.981 0.083
C 0.645 -0.055 -0.668
O 0.180 -1.368 -0.443
O -1.532 1.006 -0.370
H 0.271 1.948 -0.147
H -0.170 0.968 1.175
H 1.701 0.035 -0.409
H 0.628 0.275 -1.713
H 0.422 -1.903 -1.221
H -1.896 0.142 -0.607
C 2.246 6.136 5.393
C 0.851 5.772 5.883
C -0.016 5.260 4.766
O 0.575 4.181 4.052
C 0.079 3.996 2.756
N 0.930 4.762 6.938
H 2.930 5.308 5.202
H 2.740 6.723 6.173
H 2.213 6.742 4.483
H 0.400 6.686 6.272
H -0.142 6.042 4.004
H -1.021 4.988 5.099
H -1.004 3.799 2.724
H 0.490 3.179 2.168
H 0.204 4.937 2.200
H 1.350 3.890 6.638
H 1.574 5.124 7.635
C -4.729 3.152 2.906
C -4.157 1.830 2.453
C -4.842 0.612 3.067
O -4.042 -0.553 2.952
C -4.692 -1.648 3.586
N -4.113 1.618 0.991
H -4.225 4.012 2.460
H -4.542 3.254 3.978
H -5.804 3.273 2.760
H -3.107 1.883 2.765
H -5.875 0.512 2.722
H -4.931 0.768 4.152
H -5.615 -1.997 3.114
H -4.739 -1.392 4.647
H -4.075 -2.548 3.507
H -3.671 0.749 0.708
H -3.629 2.358 0.500
C -4.343 -1.643 -2.049
C -4.462 -0.707 -0.864
C -5.863 -0.439 -0.299
O -6.716 0.194 -1.208
C -6.774 1.601 -1.049
N -3.565 -1.123 0.206
H -4.340 -2.687 -1.718
H -3.345 -1.515 -2.486
H -5.027 -1.521 -2.886
H -4.101 0.306 -1.098
H -5.781 0.164 0.618
H -6.313 -1.348 0.126
H -7.578 1.899 -0.371
H -6.886 2.146 -1.985
H -5.846 1.970 -0.601
H -3.979 -0.897 1.100
H -3.318 -2.101 0.176
C 4.223 -4.228 0.058
C 3.077 -3.312 0.525
C 2.844 -3.452 2.020
O 3.949 -3.031 2.775
C 3.899 -3.425 4.124
N 3.554 -1.935 0.247
H 4.070 -5.292 0.261
H 5.105 -3.853 0.585
H 4.560 -4.238 -0.982
H 2.136 -3.555 0.028
H 2.557 -4.484 2.263
H 1.985 -2.820 2.290
H 3.115 -2.881 4.665
H 4.849 -3.207 4.605
H 3.647 -4.482 4.249
H 4.148 -1.837 1.070
H 2.808 -1.255 0.381
C 1.803 -4.340 -3.546
C 0.899 -3.186 -4.055
C -0.546 -3.602 -4.194
O -1.246 -2.526 -4.847
C -2.217 -2.941 -5.789
N 1.079 -2.045 -3.131
H 1.422 -4.704 -2.595
H 2.778 -3.873 -3.410
H 1.902 -5.073 -4.346
H 1.184 -2.879 -5.068
H -1.046 -3.801 -3.239
H -0.685 -4.521 -4.768
H -1.769 -3.462 -6.642
H -2.744 -2.033 -6.076
H -2.884 -3.677 -5.324
H 0.345 -1.423 -3.478
H 1.933 -1.556 -3.394

Atom charges from the Mulliken analysis, given in e for atoms 1 to 4: C 0.16; C -0.79; O 0.03; O -0.59